Entry 1:
{
  "formula": "C28H84O14",
  "method": "the ωB97M-V functional and the def2-TZVPD basis",
  "homo_ev": -10.01,
  "multiplicity": 1,
  "orbital_gap_ev": 10.4,
  "e_above_lowest_kcal_mol": 134.0,
  "species": ["C", "C", "O", "H", "H", "H", "H", "H", "H", "C", "C", "O", "H", "H", "H", "H", "H", "H", "C", "C", "O", "H", "H", "H", "H", "H", "H", "C", "C", "O", "H", "H", "H", "H", "H", "H", "C", "C", "O", "H", "H", "H", "H", "H", "H", "C", "C", "O", "H", "H", "H", "H", "H", "H", "C", "C", "O", "H", "H", "H", "H", "H", "H", "C", "C", "O", "H", "H", "H", "H", "H", "H", "C", "C", "O", "H", "H", "H", "H", "H", "H", "C", "C", "O", "H", "H", "H", "H", "H", "H", "C", "C", "O", "H", "H", "H", "H", "H", "H", "C", "C", "O", "H", "H", "H", "H", "H", "H", "C", "C", "O", "H", "H", "H", "H", "H", "H", "C", "C", "O", "H", "H", "H", "H", "H", "H"],
  "xyz": [[-6.99586, 2.92355, 0.69644], [-6.07652, 4.09229, 0.43035], [-5.37286, 4.46988, 1.57706], [-6.38828, 2.05174, 0.93914], [-7.63449, 2.80116, -0.17836], [-7.58529, 3.16669, 1.58051], [-6.57550, 4.96434, 0.00767], [-5.28910, 3.82134, -0.27299], [-4.49646, 4.07865, 1.55563], [6.28930, -4.61338, 1.76150], [6.75463, -3.60107, 2.89806], [6.46318, -4.20397, 4.15094], [5.22488, -4.84095, 1.81905], [6.69773, -5.62259, 1.81408], [6.44146, -4.28979, 0.73181], [6.19314, -2.66988, 2.82250], [7.84254, -3.55717, 2.84683], [6.81356, -5.09666, 4.19487], [3.25980, -9.83349, -2.32207], [2.34792, -8.86545, -3.06538], [1.09344, -8.94126, -2.43658], [3.40327, -9.59598, -1.26800], [4.28642, -9.88833, -2.68423], [2.83102, -10.82918, -2.43548], [2.23906, -9.03782, -4.13615], [2.67026, -7.83464, -2.91834], [0.47348, -8.45356, -2.98375], [-6.02606, 0.42500, -7.03189], [-5.96828, 0.48072, -8.56210], [-7.30933, 0.63835, -8.89648], [-5.11157, -0.04119, -6.66520], [-6.90190, -0.11161, -6.66715], [-6.07739, 1.39495, -6.53726], [-5.55495, -0.40672, -9.04138], [-5.38656, 1.31791, -8.94786], [-7.57404, 1.54879, -8.74609], [0.04461, -0.19972, 0.22147], [0.81116, 0.66461, 1.25768], [0.16103, 1.94351, 1.31383], [-0.87949, -0.55675, 0.67611], [0.53515, -1.12762, -0.07260], [-0.18801, 0.37245, -0.67665], [1.82243, 0.83035, 0.88626], [0.92372, 0.21896, 2.24603], [0.70214, 2.48003, 1.89774], [-0.21597, 5.49295, -5.59575], [0.41270, 5.61451, -6.96214], [0.56927, 6.96959, -7.19995], [0.32481, 6.04771, -4.82900], [-0.47475, 4.47332, -5.31026], [-1.19754, 5.96686, -5.58979], [-0.20420, 5.07800, -7.68305], [1.39952, 5.15223, -6.98609], [1.00419, 7.39484, -6.45725], [2.26478, 5.63645, 7.96800], [3.43089, 5.13714, 7.10331], [3.23690, 5.45936, 5.73372], [2.15912, 6.72057, 8.00830], [2.41648, 5.36154, 9.01178], [1.32166, 5.23282, 7.59962], [3.62966, 4.06996, 7.20186], [4.38535, 5.51852, 7.46613], [3.02019, 6.39424, 5.70842], [0.32024, 10.60737, 2.41335], [1.05877, 11.37092, 3.51633], [2.37670, 10.83960, 3.51789], [0.47223, 9.52927, 2.46528], [0.61613, 10.89762, 1.40523], [-0.73471, 10.83638, 2.56413], [0.48801, 11.43803, 4.44252], [1.01709, 12.40490, 3.17391], [2.96356, 11.46737, 3.94580], [1.88111, -1.49097, 10.26852], [2.24972, -0.99076, 11.67811], [3.36958, -0.09192, 11.60124], [0.96168, -2.07641, 10.27131], [2.51524, -2.17740, 9.70747], [1.72333, -0.66827, 9.57112], [2.44101, -1.94064, 12.17732], [1.33992, -0.57108, 12.10735], [4.08612, -0.49991, 11.10959], [-9.38061, -3.55789, 0.13506], [-8.40737, -4.72209, -0.17963], [-7.09199, -4.18771, -0.26970], [-9.08426, -3.00956, 1.02926], [-10.38959, -3.94095, 0.28773], [-9.43239, -2.80049, -0.64710], [-8.70020, -5.25984, -1.08141], [-8.43805, -5.44987, 0.63123], [-6.73558, -4.04223, 0.60974], [11.19414, 4.58887, 2.25509], [9.92527, 4.77742, 3.15067], [8.93389, 3.90840, 2.63395], [11.61676, 3.58413, 2.25466], [11.90909, 5.32832, 2.61586], [11.05349, 4.93052, 1.22962], [9.63421, 5.82189, 3.26231], [10.16953, 4.43574, 4.15650], [8.10272, 4.07047, 3.08616], [-3.12203, -6.94183, -7.31128], [-4.11296, -6.31844, -6.34810], [-3.24888, -5.94466, -5.30799], [-2.31251, -6.32532, -7.70205], [-3.63367, -7.40826, -8.15317], [-2.64771, -7.82163, -6.87644], [-4.93731, -6.95652, -6.02965], [-4.59730, -5.47636, -6.84251], [-3.74505, -5.45397, -4.64873], [-2.29976, -5.58447, 4.05932], [-2.72158, -4.38338, 4.88962], [-3.68170, -3.67260, 4.15660], [-1.67387, -5.20767, 3.25037], [-3.03061, -6.31197, 3.70621], [-1.67809, -6.21229, 4.69767], [-1.83270, -3.79930, 5.12807], [-3.19933, -4.73964, 5.80227], [-4.22694, -3.25728, 4.82877], [1.07257, -1.69655, -8.29895], [1.70744, -1.69530, -9.70509], [1.10320, -0.65403, -10.37319], [1.47393, -2.42242, -7.59176], [-0.00631, -1.77949, -8.43023], [1.20720, -0.73217, -7.80910], [1.47382, -2.62270, -10.22800], [2.78479, -1.53651, -9.65813], [1.44410, -0.59158, -11.26844]],
  "mulliken_charge": [-0.867, -0.268, -0.534, 0.244, 0.303, 0.266, 0.270, 0.267, 0.319, -1.096, -0.129, -0.524, 0.314, 0.335, 0.321, 0.264, 0.222, 0.293, -1.055, -0.150, -0.517, 0.281, 0.354, 0.268, 0.288, 0.239, 0.293, -0.949, -0.220, -0.538, 0.301, 0.292, 0.314, 0.275, 0.217, 0.309, -1.018, -0.185, -0.518, 0.250, 0.344, 0.289, 0.254, 0.291, 0.293, -1.083, -0.130, -0.514, 0.331, 0.321, 0.290, 0.266, 0.224, 0.294, -1.013, -0.242, -0.513, 0.336, 0.312, 0.283, 0.291, 0.242, 0.304, -0.992, -0.189, -0.508, 0.277, 0.273, 0.320, 0.295, 0.233, 0.291, -1.135, -0.168, -0.517, 0.338, 0.356, 0.319, 0.213, 0.289, 0.305, -0.907, -0.247, -0.515, 0.279, 0.314, 0.259, 0.277, 0.239, 0.301, -1.045, -0.194, -0.512, 0.284, 0.341, 0.297, 0.298, 0.243, 0.289, -1.116, -0.116, -0.509, 0.285, 0.364, 0.286, 0.274, 0.245, 0.286, -1.073, -0.150, -0.501, 0.259, 0.323, 0.335, 0.216, 0.282, 0.308, -1.059, -0.146, -0.512, 0.342, 0.270, 0.287, 0.254, 0.271, 0.292]
}

Entry 2:
{
  "formula": "C28H91N21O15",
  "method": "the ωB97M-V functional and the def2-TZVPD basis",
  "homo_ev": [-0.37, -7.44],
  "multiplicity": 2,
  "orbital_gap_ev": [1.6, 8.6],
  "total_charge": -1,
  "s_squared": 0.75,
  "species": ["C", "O", "N", "N", "H", "H", "H", "H", "C", "O", "N", "N", "H", "H", "H", "H", "C", "O", "N", "N", "H", "H", "H", "H", "C", "O", "N", "N", "H", "H", "H", "H", "C", "O", "N", "N", "H", "H", "H", "H", "C", "O", "N", "N", "H", "H", "H", "H", "C", "O", "N", "N", "H", "H", "H", "H", "C", "O", "N", "N", "H", "H", "H", "H", "C", "C", "C", "O", "C", "N", "H", "H", "H", "H", "H", "H", "H", "H", "H", "H", "H", "C", "C", "C", "O", "C", "N", "H", "H", "H", "H", "H", "H", "H", "H", "H", "H", "H", "C", "C", "C", "O", "C", "N", "H", "H", "H", "H", "H", "H", "H", "H", "H", "H", "H", "C", "C", "C", "O", "C", "N", "H", "H", "H", "H", "H", "H", "H", "H", "H", "H", "H", "C", "C", "C", "O", "C", "N", "H", "H", "H", "H", "H", "H", "H", "H", "H", "H", "H", "O", "H", "H", "O", "H", "H"],
  "xyz": [[2.69370, 7.08256, -12.58711], [3.75724, 6.82762, -13.01099], [1.63611, 7.26596, -13.40687], [2.45022, 7.48703, -11.37576], [1.77463, 7.14165, -14.39956], [0.75224, 7.57824, -13.03089], [1.49702, 7.59633, -11.06023], [3.25351, 7.57343, -10.76966], [2.20982, 18.48442, -13.08735], [2.37244, 19.57784, -13.57753], [2.91505, 17.93649, -12.03174], [1.44039, 17.53622, -13.53169], [3.62988, 18.44921, -11.53552], [2.53249, 17.09357, -11.62773], [1.34085, 16.74657, -12.90988], [0.89476, 17.72970, -14.35932], [9.51451, 11.44610, -14.41267], [8.72951, 10.58411, -14.82224], [9.18115, 12.55318, -13.87916], [10.85081, 11.25306, -14.26054], [9.85667, 12.89756, -13.21194], [8.19804, 12.75412, -13.99409], [11.23906, 10.38219, -14.59362], [11.41766, 12.03462, -13.96398], [6.17788, 7.79354, -9.31687], [4.96366, 7.47665, -9.07300], [6.67579, 7.54655, -10.49334], [6.87020, 8.52522, -8.60821], [6.12288, 7.14267, -11.23581], [7.46387, 8.12025, -10.75770], [6.40649, 8.78036, -7.74799], [7.75465, 8.91716, -8.89843], [5.36744, 18.36198, -16.28522], [4.53672, 19.18344, -16.71134], [6.65333, 18.41556, -16.59779], [5.09095, 17.33044, -15.56517], [7.30700, 17.82962, -16.09829], [7.02075, 19.19323, -17.12725], [4.18329, 17.12832, -15.17096], [5.92671, 16.84216, -15.27675], [5.63728, 11.63417, -14.97883], [6.23032, 12.67676, -15.16219], [6.16112, 10.54563, -14.55531], [4.33817, 11.46630, -15.14691], [7.16954, 10.52246, -14.50363], [5.61882, 9.69457, -14.51398], [3.83410, 12.24788, -15.54081], [3.98359, 10.52077, -15.16541], [4.13221, 11.74279, -6.88134], [4.73077, 12.42105, -6.03462], [3.22134, 12.29443, -7.62357], [4.15863, 10.43312, -7.02231], [2.61896, 11.78947, -8.25780], [3.19246, 13.30325, -7.58425], [3.37022, 10.12062, -7.57081], [4.62588, 9.86690, -6.32864], [1.30532, 15.90348, -9.69549], [0.81160, 16.11788, -10.76844], [0.79938, 16.08975, -8.51536], [2.50509, 15.40092, -9.61510], [1.44661, 15.81871, -7.78891], [-0.15067, 16.39713, -8.36357], [2.77061, 14.97251, -10.49035], [3.10075, 15.48868, -8.80418], [7.18224, 18.03340, -11.62815], [7.73310, 16.65925, -11.00911], [7.07774, 16.39254, -9.60632], [7.23896, 17.58413, -8.74601], [6.49174, 17.53622, -7.53419], [7.61641, 15.50624, -11.92054], [7.40461, 18.91356, -11.02485], [6.17969, 17.87995, -12.02746], [7.79170, 18.25476, -12.50432], [8.76362, 16.90147, -10.74934], [7.60293, 15.60715, -9.06278], [6.04656, 16.09675, -9.79937], [6.44476, 16.52510, -7.12979], [5.43816, 17.78764, -7.65609], [6.88579, 18.24739, -6.80820], [8.59853, 15.36247, -12.10728], [7.29957, 14.60820, -11.58405], [10.64112, 10.02251, -7.32669], [9.73252, 10.39730, -8.48683], [10.06230, 11.71226, -9.16774], [9.87733, 12.82951, -8.34394], [10.28737, 14.03356, -8.90922], [9.58785, 9.29919, -9.38064], [10.67510, 8.95496, -7.10925], [10.40293, 10.62202, -6.44808], [11.68295, 10.31908, -7.44813], [8.79870, 10.53440, -7.94158], [9.36852, 11.89961, -9.98729], [11.06554, 11.73110, -9.59348], [11.35171, 14.20246, -8.74562], [9.66818, 14.72832, -8.34176], [10.12185, 14.24648, -9.96533], [9.11428, 9.73156, -10.16095], [10.43969, 9.04182, -9.85838], [1.39719, 11.93968, -19.48278], [2.24868, 13.00245, -20.20109], [3.63561, 13.20435, -19.43491], [3.30338, 13.63007, -18.12953], [4.39546, 14.19761, -17.44785], [2.46366, 12.50821, -21.52068], [1.31539, 12.26164, -18.44463], [1.98616, 11.03231, -19.34902], [0.48228, 11.52379, -19.90478], [1.68716, 13.93126, -20.30167], [4.16629, 14.02370, -19.91984], [4.03857, 12.19212, -19.40161], [5.22044, 13.50008, -17.30312], [4.09709, 14.43173, -16.42596], [4.95660, 15.00731, -17.91432], [1.66867, 11.91554, -21.71261], [2.31615, 13.30149, -22.12818], [5.75210, 12.28406, -11.09715], [4.22742, 11.90818, -11.08762], [3.23946, 12.80160, -11.92030], [3.51001, 14.18331, -11.71722], [4.18613, 14.73521, -12.79398], [3.99459, 10.50765, -11.28013], [6.44506, 11.61453, -10.58760], [5.92128, 13.33439, -10.85991], [6.11518, 12.21861, -12.12281], [4.06019, 12.16297, -10.04109], [2.18708, 12.59252, -11.72827], [3.29508, 12.50741, -12.96838], [4.51879, 15.76659, -12.67696], [3.39864, 14.71183, -13.54726], [5.05558, 14.22289, -13.20591], [4.59744, 9.95130, -10.69093], [4.32145, 10.25339, -12.20133], [-1.55321, 9.50508, -16.67428], [-1.89692, 9.37824, -15.28116], [-1.66795, 10.63358, -14.44359], [-0.37607, 11.18225, -14.62417], [0.71669, 10.38530, -14.17705], [-3.28562, 9.05246, -15.34067], [-2.01280, 10.33084, -17.21742], [-1.59664, 8.55443, -17.20575], [-0.47067, 9.57223, -16.56608], [-1.31041, 8.55908, -14.86512], [-1.77206, 10.36991, -13.39110], [-2.41011, 11.36998, -14.75184], [0.98790, 9.56545, -14.84218], [0.67146, 10.02470, -13.14942], [1.61847, 10.98566, -14.05672], [-3.49018, 8.71786, -14.40992], [-3.43650, 8.27600, -15.96870], [1.97217, 10.31008, -9.18903], [2.35248, 10.57346, -10.02703], [1.03244, 10.24910, -9.36055], [8.18350, 9.68626, -12.12064], [7.40115, 9.91545, -12.62225], [8.91234, 9.88661, -12.70790]],
  "mulliken_charge": [0.648, -0.604, -0.390, -0.234, 0.185, 0.135, 0.151, 0.059, 0.542, -0.684, -0.204, -0.228, 0.143, -0.110, 0.158, 0.203, -1.247, -0.451, 0.601, -0.572, -0.198, 0.119, 0.397, 0.733, 0.604, -0.783, -0.297, -0.182, 0.290, 0.033, 0.135, 0.443, 0.724, -0.721, -0.425, 0.036, 0.167, 0.213, -0.041, 0.032, 0.121, -0.769, 0.177, -0.127, 0.126, 0.045, 0.113, 0.129, 0.591, -0.760, -0.261, -0.217, 0.340, 0.048, 0.092, 0.276, 0.653, -0.683, -0.349, -0.168, 0.141, 0.249, 0.282, 0.278, -1.284, -0.426, 0.131, -0.386, -0.756, 0.343, 0.381, 0.052, 0.409, 0.167, 0.188, 0.062, 0.326, 0.261, 0.261, 0.420, -0.099, -1.778, 1.376, -0.708, -0.130, -1.284, -0.633, 0.448, 0.346, 0.374, -0.067, -0.055, 0.201, 0.378, 0.238, 0.466, -0.175, 0.494, -1.555, 0.522, -0.661, -0.201, -0.791, -0.741, 0.382, 0.376, 0.365, 0.354, 0.261, 0.266, 0.397, 0.116, 0.411, 0.245, 0.291, -1.238, 1.495, -0.273, -0.297, -0.396, 0.582, 0.338, -0.136, 0.209, -0.794, 0.376, -0.244, -0.142, 0.447, 0.062, -0.053, -0.044, -1.412, 0.975, -0.860, -0.354, -0.447, -0.720, 0.307, 0.485, 0.251, -0.025, 0.360, 0.340, 0.215, 0.309, 0.002, 0.271, 0.278, -0.676, 0.237, 0.216, -0.354, 0.321, 0.101]
}